(1)
2 unconnected molecules or ions with the total composition C6H14O in a non-equilibrium geometry, computed with ωB97M-V/def2-TZVPD.

Highest occupied orbital energy (eV): -9.14
Total energy (eV): -8495.1095
Charge: 0
Structure (SMILES): C=C(C)CCC.O
Energy relative to the best compared isomer or geometry (same formula, charge and spin) (eV): 1.783

Geometry as XYZ:
```
21
Properties=species:S:1:pos:R:3:mulliken_charge:R:1
C 0.62 0.48 -2.22 -0.266
H -0.50 1.26 2.00 0.364
H -1.33 -1.01 1.08 0.437
O -1.20 -0.21 3.47 -0.628
C 0.30 0.22 0.38 0.965
H -1.05 0.25 4.33 0.300
C -0.22 -1.09 0.88 -1.813
H -1.14 -0.20 -3.34 0.357
H 0.18 -1.58 1.75 0.531
C -0.66 -0.28 -2.37 -1.102
H -1.23 -0.08 -1.46 0.297
C 0.07 1.35 1.05 -0.995
C 1.25 0.26 -0.78 -0.915
H 2.06 0.96 -0.69 0.423
H -0.25 -1.87 0.13 0.309
H -0.38 -0.61 3.18 0.300
H 0.38 2.37 0.84 0.306
H 1.77 -0.76 -0.75 0.315
H -0.60 -1.39 -2.27 0.247
H 0.49 1.60 -2.28 0.229
H 1.43 0.32 -2.93 0.341
```

=====

(2)
2 unconnected molecules or ions with the total composition C6H14O in a non-equilibrium geometry, computed with ωB97M-V/def2-TZVPD.

Highest occupied orbital energy (eV): -9.52
Total energy (eV): -8495.0705
Charge: 0
Structure (SMILES): C=C(CC)CC.O
Energy relative to the best compared isomer or geometry (same formula, charge and spin) (eV): 1.822

Geometry as XYZ:
```
21
Properties=species:S:1:pos:R:3:mulliken_charge:R:1
H -1.38 -0.64 -0.75 0.417
H 1.13 1.75 0.67 0.378
H 1.76 -1.39 -2.85 0.295
H -0.82 3.14 0.31 0.352
H -1.89 1.68 -0.05 0.315
C -1.08 -0.92 0.25 -0.659
C 0.30 -0.15 0.38 0.896
H 1.57 -1.81 0.63 0.276
O 2.11 -0.56 -2.55 -0.705
H -2.37 0.07 1.63 0.296
H -1.85 -1.56 2.30 0.323
C -0.89 2.11 -0.06 -1.182
H -0.27 1.37 1.77 0.270
H -0.70 -1.93 0.16 0.383
H -3.06 -1.24 1.07 0.338
H -0.65 2.08 -1.14 0.316
C -2.03 -0.96 1.41 -1.228
H 1.83 -0.40 -1.64 0.424
H 2.44 -0.27 0.28 0.429
C 1.47 -0.75 0.36 -1.416
C 0.12 1.30 0.73 -0.519
```

=====

What is the formula in the second record? C6H14O